(1)
DFT (ωB97M-V with the def2-TZVPD basis set) results for 2 unconnected molecules or ions with the total composition CH8N3O3P in a non-equilibrium geometry.

Calculated values
- energy above the lowest of the compared OMol25 structures with the same formula, charge and spin (eV) = 1.314
- Kohn-Sham gap (eV) = 8.4
- SMILES = [H]/N=N/[H].NOP(O)CO
- LUMO level (eV) = -0.062
- largest force on an atom (eV/Å) = 2.40
- M (g/mol) = 141.067

Last column: Mulliken charge in e.
Geometry (Å):
P: 0.0068 0.4064 -0.3747  0.377
O: 0.3550 -1.1548 -0.7998  -0.308
O: -2.4635 1.5770 -0.2753  -0.520
O: 0.1693 0.3457 1.2556  -0.477
N: 3.1276 0.6927 0.2521  -0.496
N: -0.2595 -2.2886 -0.1975  -0.434
N: 2.3669 0.8552 -0.7326  -0.097
C: -1.8767 0.3080 -0.2803  -0.343
H: -2.0945 2.0887 0.4523  0.315
H: -2.1636 -0.2702 0.6147  0.284
H: 3.1136 1.5510 0.8345  0.267
H: -2.2363 -0.1954 -1.1831  0.286
H: -1.2003 -2.3879 -0.5751  0.267
H: 1.0584 0.5827 1.5389  0.271
H: -0.3198 -2.1296 0.8079  0.275
H: 2.4167 0.0191 -1.3377  0.333

Forces on atoms 1 to 6 (eV/Å):
-2.25 -0.73 -0.17
0.13 0.18 -0.28
-0.17 0.70 0.06
-0.01 0.17 0.36
-0.49 -0.50 -0.56
-0.02 -0.42 0.24


(2)
DFT (ωB97M-V with the def2-TZVPD basis set) results for C2H3Cl2N in the gas phase in a non-equilibrium geometry.

Calculated values
- energy above the lowest of the compared OMol25 structures with the same formula, charge and spin (eV) = 0.163
- Kohn-Sham gap (spin up / spin down) (eV) = 9.3 / 8.3
- spin multiplicity = 3
- LUMO level (spin up / spin down) (eV) = 0.769 / -2.467
- largest force on an atom (eV/Å) = 4.91
- M (g/mol) = 111.959

Last column: Mulliken charge in e.
Geometry (Å):
Cl: 1.3473 -1.6955 0.1343  -0.242
Cl: 1.7837 1.2252 0.1912  -0.133
N: -0.1828 0.1604 -1.2137  -0.440
C: 0.5345 0.0398 -0.0945  0.720
C: -0.6947 0.2482 0.8146  -0.855
H: -1.5677 -0.5186 0.9374  0.294
H: -0.8570 1.2688 0.9819  0.358
H: -0.3633 -0.7282 -1.7512  0.299

Forces on atoms 1 to 6 (eV/Å):
-0.65 1.17 0.02
0.12 0.31 -0.08
-0.05 -0.70 -4.86
-1.04 -2.12 1.83
-0.79 -2.29 2.19
2.16 1.47 -0.48


(3)
DFT (ωB97M-V with the def2-TZVPD basis set) results for 10 unconnected molecules or ions with the total composition C34H60N9O14 in a non-equilibrium geometry.

Calculated values
- energy above the lowest of the compared OMol25 structures with the same formula, charge and spin (eV) = 0.497
- Kohn-Sham gap (eV) = 6.6
- total charge = -1
- LUMO level (eV) = 0.678
- largest force on an atom (eV/Å) = 12.82
- M (g/mol) = 818.903

Last column: Mulliken charge in e.
Geometry (Å):
O: -4.7218 3.6789 -1.1782  -0.542
O: 0.5443 1.2807 -0.7024  -0.186
O: 4.0972 -4.8116 -1.8316  -0.463
O: -6.8523 3.1778 -0.7370  -0.553
O: 4.6392 -0.2669 0.9119  -0.691
O: 1.1614 1.7226 7.5531  -0.548
O: -0.5283 1.2335 8.7916  -0.566
O: 3.5348 -5.8524 1.9720  -0.646
O: 0.4328 -0.8169 -1.3268  0.306
O: 0.6106 5.6463 -3.3994  -0.478
O: 0.6163 -0.1393 -4.1486  -0.743
O: -3.2237 -2.0849 -2.7078  -0.800
O: -0.1918 -0.1481 0.6973  0.065
O: 2.3714 2.2786 3.1393  -0.680
N: 0.0813 1.0800 7.7623  0.898
N: 0.9580 1.6402 -5.3397  0.096
N: -5.6606 2.8922 -0.8230  0.849
N: -2.3521 -3.7069 -1.2851  0.218
N: 2.0400 -5.0985 -2.9296  0.336
N: 4.5116 1.6748 -0.5008  0.131
N: 2.4594 -3.8461 2.1502  0.060
N: 0.2770 3.2034 2.9822  0.222
N: -1.0044 5.4877 -1.7721  0.245
C: -1.3367 -0.8769 7.0172  -0.602
C: -5.2498 1.6227 -0.2314  0.063
C: 3.9983 0.5362 0.1845  0.366
C: -4.3448 -0.9448 1.0420  -0.215
C: -2.2797 5.7860 -1.1871  -0.861
C: -0.3796 6.0739 -2.8852  -0.067
C: 3.3116 -5.4599 -2.4787  0.015
C: 2.3965 -2.5453 1.6259  -0.208
C: 1.4246 0.9386 -6.5925  -0.792
C: -2.4263 -2.4318 -1.7056  0.262
C: 1.5371 -3.7326 -2.6409  -0.408
C: 1.3129 -4.4139 2.9685  -0.540
C: 1.2456 -5.8745 -3.7130  -1.019
C: 5.8451 2.0014 -0.3992  -1.622
C: -0.7416 -0.3648 4.0748  0.362
C: 3.4247 -4.6797 1.6931  0.145
C: -1.4747 -3.9688 -0.1886  -1.611
C: 0.6203 4.2613 4.0223  -0.919
C: -0.1708 0.5843 5.2009  -0.124
C: -3.4474 -0.0169 0.7448  0.555
C: -1.7708 -1.8555 5.8474  -0.839
C: -2.9963 -4.8332 -1.9366  -0.908
C: -0.4338 4.0911 -1.3977  -0.288
C: -6.3674 0.5286 0.0121  -0.803
C: 0.7056 1.0797 -4.1990  1.073
C: -3.7672 1.3549 0.2385  -0.598
C: -0.4080 0.1643 6.6867  0.084
C: -0.9890 3.0584 2.4261  -0.853
C: -5.8168 -0.7393 0.6508  -0.756
C: 3.5576 2.5659 -1.2413  -0.305
C: -1.5040 -1.5087 4.4258  -0.588
C: 1.2447 2.2989 2.6917  -0.701
C: 0.2197 0.1244 -0.3526  -0.870
C: 0.9588 3.1175 -5.5532  -0.885
H: -3.1727 5.6543 -1.9765  0.214
H: 1.8057 -4.0476 4.0431  0.327
H: 4.0684 -4.3017 0.8186  0.269
H: 0.8075 0.0140 -6.9913  0.233
H: -2.3065 6.7464 -1.0137  0.546
H: 0.4799 -3.6659 2.7132  -0.020
H: 2.7300 2.9102 -0.4008  0.114
H: 0.3186 -5.9336 -3.3736  0.296
H: 1.7400 -2.9464 -3.4331  0.354
H: -1.4983 -0.9317 8.0638  0.441
H: 4.1392 3.3929 -1.6741  0.339
H: 2.9016 0.5504 0.1335  0.186
H: 3.7820 -6.3183 -3.1167  0.272
H: -2.5224 -0.0341 1.3045  -0.242
H: -0.8548 2.6117 1.3871  -0.054
H: -3.6215 -5.2590 -1.1501  0.376
H: 0.5105 -3.7589 -2.2426  -0.073
H: -7.3716 0.5996 -0.4314  0.395
H: 1.2954 -2.3084 1.4688  -0.315
H: 0.5161 1.3443 4.8256  0.454
H: 6.4935 1.1638 -0.3655  0.457
H: 0.9547 1.6225 1.9744  1.024
H: 2.0031 -3.0152 -1.7542  -0.114
H: -1.1987 6.7376 -3.3744  0.260
H: 6.0746 2.5318 0.4275  0.455
H: 1.6916 -6.8473 -3.7057  0.411
H: 2.8976 2.1050 -1.8623  -0.088
H: 0.7442 3.7673 5.0055  0.245
H: -2.1979 -5.2184 -2.4599  0.221
H: 1.3859 1.7853 -7.2722  0.318
H: -3.7775 -4.3693 -2.7512  0.253
H: -1.3760 3.9166 2.3144  0.928
H: 0.0801 3.5302 -2.1660  -0.343
H: -2.3927 5.0916 -0.3629  0.192
H: -1.1672 -4.9680 -0.1696  0.490
H: -6.4835 -1.4294 0.9359  0.565
H: -1.6792 -1.9932 3.4731  0.488
H: -0.7246 -0.2399 3.1155  0.200
H: 0.5864 1.7482 -3.2513  -0.626
H: 2.7565 -2.0626 2.4465  0.584
H: 1.0923 -5.4984 -4.6611  0.359
H: 2.5936 0.5257 -6.4004  0.232
H: 3.0907 -2.3722 0.6006  0.045
H: 6.1183 2.4391 -1.1187  0.704
H: 0.2078 3.3381 -4.7288  0.163
H: 1.9438 3.4488 -5.3286  0.344
H: 0.6559 3.4477 -6.5379  0.446
H: -0.6058 -3.2435 -0.1391  0.359
H: 1.4723 4.9783 3.7228  0.263
H: 1.1011 -5.5381 2.7679  0.256
H: -2.1351 -3.9696 0.5525  0.801
H: -2.6964 -2.4786 6.1691  0.262
H: -3.0517 2.0488 0.2597  0.888
H: -1.0546 3.1895 -1.2500  0.339
H: -1.7616 -1.5835 -1.2683  0.302
H: 0.4665 -0.6566 -2.3068  0.123
H: 0.2582 4.2361 -0.5324  0.209
H: -4.1182 -1.8364 1.6969  0.312
H: -1.5459 2.2284 3.0300  0.035
H: -0.1479 4.9550 4.1926  0.447

Forces on atoms 1 to 6 (eV/Å):
-2.67 -1.88 0.42
0.39 1.75 -0.87
-0.81 0.19 0.64
1.18 -0.06 -0.84
-1.18 2.24 -2.41
-2.58 -1.89 -0.23